(1)
Entry from the Open Molecules 2025 dataset: a 9-piece molecular cluster, C30H72O21S6 overall in a non-equilibrium geometry (wB97M-V/def2-TZVPD).

```
! wB97M-V def2-TZVPD RIJCOSX def2/J DEFGRID3
* xyz 0 1
C -0.10 3.66 -1.06
O -0.92 -2.61 2.82
H -5.96 -0.33 1.50
O -5.72 2.99 -2.10
H 0.55 2.41 0.52
H 2.25 -0.03 -6.38
C 0.60 2.40 -0.57
H -1.57 -6.62 2.65
H 3.90 -0.23 -5.90
H 2.58 -4.57 3.22
O -4.60 1.29 1.91
O 2.05 0.03 -0.83
H 2.42 3.76 1.17
S -5.50 4.42 -2.15
C 3.50 3.98 1.09
C -0.14 -7.16 4.12
O -3.90 4.68 -2.22
H 0.28 1.58 -4.34
H -6.91 5.21 -0.37
H 0.21 4.52 -0.48
H 0.64 3.18 -4.94
S -1.36 -3.94 2.46
H -4.06 6.70 -2.48
H -0.96 2.96 3.86
H 3.00 -1.61 2.72
H -3.57 -5.00 2.43
H -4.15 -2.68 -4.38
H -3.84 2.62 0.43
S 6.46 3.69 -1.22
H 6.95 2.32 -2.97
H -5.59 -3.84 -2.36
O 0.17 1.56 2.86
O -1.02 -4.52 1.18
H -3.21 -3.85 3.76
H -0.31 -8.20 3.82
H -0.01 3.86 -2.13
H 5.79 -4.49 4.35
H 0.10 -1.85 0.48
H -0.74 0.51 5.55
H 5.25 2.07 -2.64
O 0.10 -0.93 -2.17
H 1.63 2.47 -0.93
H -0.09 2.18 5.90
H 2.25 -2.61 1.47
O 5.88 -5.46 0.98
H -5.37 6.07 -0.53
C -2.02 6.08 -2.89
H 7.09 -5.52 3.57
O -0.94 -4.89 3.73
H -4.53 -1.71 -2.88
C -4.51 -3.78 -2.51
H 0.07 -0.23 1.24
C -0.17 1.36 5.19
H -2.64 1.67 1.33
H 6.81 -3.80 3.09
H -2.85 0.53 -0.74
H 2.11 1.14 2.71
H 3.84 3.73 -1.05
H 0.87 1.72 -6.00
H -2.16 -2.52 -0.77
H -1.79 -4.06 -1.56
C 6.22 2.16 -2.17
H -1.51 5.24 -3.36
H 1.32 -0.10 4.59
O 5.87 4.79 -1.95
H -4.60 0.73 -0.85
H 3.60 5.06 1.08
C -1.28 -6.26 3.64
H -1.75 7.05 -3.31
O 2.67 0.43 -4.34
H -1.70 6.12 -1.84
C -2.60 -2.50 -2.88
H 1.98 1.31 5.55
H -3.87 5.82 -3.98
O -3.82 -3.72 -1.26
H 0.82 -6.80 3.75
C -4.94 -0.12 1.84
O -0.09 1.30 -1.16
H 1.47 -2.62 3.04
H -4.24 -4.73 -2.99
O 2.72 2.53 -3.10
H 3.36 -2.09 -4.35
C -0.18 -0.81 0.36
C 1.28 0.98 4.78
S 5.17 -5.28 2.22
H -0.09 -7.27 5.21
H -1.91 -2.99 -3.58
O 3.57 2.44 -5.47
H -4.78 -0.49 2.85
S 0.63 -0.15 -1.08
C 3.23 -3.72 3.06
O -6.16 5.25 -3.15
C 1.47 1.65 3.44
H 3.88 3.48 1.98
H 3.88 2.23 -0.22
H -5.34 4.48 0.25
C 4.13 3.29 -0.09
C -3.99 -0.61 0.77
C -3.65 1.66 0.92
C -3.13 -4.04 2.69
H -1.25 -0.74 0.19
C 2.42 -2.51 2.54
H -1.17 3.55 -0.86
C -3.77 0.57 -0.16
H -3.62 -3.28 2.08
C -2.50 -3.24 -1.52
H -1.72 1.40 3.61
C -5.84 5.09 -0.50
H 1.64 -1.96 -4.85
C -0.77 1.88 3.88
H -2.21 -1.49 -2.84
C -3.52 5.87 -2.95
S 2.65 2.03 -4.45
H 6.41 1.31 -1.53
C 6.37 -4.72 3.46
O 4.34 -6.33 2.76
O 5.56 3.35 0.08
O 7.82 3.79 -0.77
C 2.87 -0.33 -5.53
H 1.71 2.72 3.51
C 2.68 -1.78 -5.15
H -4.33 -1.50 0.22
O 4.24 -3.97 2.06
C -4.06 -2.60 -3.31
H -2.16 -6.40 4.27
H 3.74 -3.49 4.00
H -3.08 -0.94 1.28
H 2.87 -2.44 -5.99
C 0.94 2.14 -5.00
*
```

As for the SMILES: CCOS(C)(=O)=O.CCOS(C)(=O)=O.CCOS(C)(=O)=O.CCOS(C)(=O)=O.CCOS(C)(=O)=O.CCOS(C)(=O)=O.C1CCOC1.C1CCOC1.C1CCOC1. For the maximum force, the calculation gives 0.04087 hartree/bohr. The value obtained for the electronic energy is -5155.27258 a.u. The LUMO energy is 0.252 eV. As for the relative energy (zero: lowest compared OMol25 entry of this formula, charge and spin): 27.0 kcal per mole.

(2)
Entry from the Open Molecules 2025 dataset: C30H73As2N6O7P2ReSSi3 as an isolated structure in a non-equilibrium geometry (wB97M-V/def2-TZVPD).

```
! wB97M-V def2-TZVPD RIJCOSX def2/J DEFGRID3
* xyz 3 2
C 5.22 -3.25 -1.33
H 5.22 -1.57 -3.78
N 0.68 1.10 1.93
H 5.34 -4.31 -1.08
H 6.45 -1.48 2.03
H 0.18 1.18 2.83
S 0.70 1.79 -0.64
C -4.18 2.72 0.51
O -3.00 2.14 1.20
H -4.85 4.67 -0.05
H -2.15 3.41 4.75
H 1.22 -5.10 -1.61
C 0.55 2.10 1.10
P -3.01 -1.19 1.72
O -3.68 2.62 3.60
C -0.36 1.17 -3.39
H -5.48 1.04 0.85
H 4.07 -4.08 1.70
H 7.03 -0.14 -1.84
As 0.54 -2.86 -0.88
H 6.66 0.68 2.16
C 6.53 -1.87 1.02
C 3.77 -3.05 1.50
H 3.86 -2.49 2.44
H -4.81 4.87 4.36
H 2.66 -4.28 -0.97
H 6.17 -2.92 -1.75
H 7.18 -1.22 0.43
O -1.33 1.75 3.02
H -0.62 -4.68 0.35
H 3.95 3.81 1.34
H 4.46 -3.16 -2.09
H -4.70 -4.62 2.49
H -0.45 -2.65 -3.16
H 0.71 -4.04 1.33
Si 4.91 -2.29 0.23
C 6.34 1.39 1.39
H -4.00 2.42 -0.52
H -3.88 -3.80 0.30
H -0.84 -3.15 1.22
H 2.31 0.01 -4.91
H -0.34 -0.53 1.30
H -2.03 -3.51 4.85
H -5.66 2.36 2.04
H -1.68 -2.29 -1.93
C 6.57 0.74 -2.30
H 2.72 -3.05 1.21
C -2.91 -2.86 4.87
N 0.71 -0.20 1.38
C 3.68 1.00 2.82
Si 4.75 0.55 -2.61
H 1.16 -0.81 2.06
H -3.50 3.41 6.87
H 6.91 1.19 0.48
O -2.90 -2.58 2.45
H -3.09 -0.23 3.93
H -3.26 5.29 3.60
O 1.27 -0.42 -2.72
P -2.78 1.73 2.69
H 3.22 0.01 2.83
As 3.81 -0.22 -0.48
H 4.55 -0.37 -4.86
H -6.30 2.53 0.41
O -1.71 -0.93 1.01
N -0.85 3.16 -4.96
C -4.06 -4.49 3.36
H 2.06 -3.90 -2.61
H 4.78 3.46 -0.17
C -5.13 -2.05 0.02
C -3.45 0.07 2.93
O -4.22 -1.15 0.76
H -4.40 4.54 1.65
H -4.90 2.83 5.96
C -6.31 -2.36 0.90
C -3.72 4.86 4.49
H 4.45 0.99 3.60
Si 4.50 1.45 1.21
H -3.51 -3.13 5.73
H 7.05 -2.84 1.09
C -0.87 -2.96 -2.20
H -6.69 -1.46 1.38
H 0.11 4.05 0.83
H 3.48 -1.29 -3.78
H -3.48 5.49 5.34
H 1.03 0.97 -5.57
H 7.04 0.87 -3.27
H -5.44 -1.43 -0.82
H -1.20 -3.99 -2.26
C 4.45 -0.80 -3.86
H -7.12 -2.78 0.30
C -3.81 2.83 6.00
C -4.40 -3.27 -0.50
H 2.89 2.25 -2.70
C -0.65 2.25 -4.28
N -2.18 0.39 -1.76
H 4.49 2.99 -2.57
H -5.12 -3.96 -0.93
C 3.93 2.17 -3.01
H -6.06 -3.10 1.67
H -4.57 -4.90 4.23
H -3.69 -3.01 -1.27
C -1.36 0.73 -2.50
H 6.62 2.39 1.73
N 0.30 3.33 1.51
Re 1.30 -0.35 -0.68
H -3.46 1.81 6.13
N 1.43 0.48 -4.78
C -4.13 4.22 0.64
H -2.57 -1.83 5.01
H 6.81 1.62 -1.70
H -4.54 0.12 2.98
H -4.62 -2.43 3.63
H -0.03 3.49 2.45
C 4.01 3.10 0.51
C 1.78 -4.16 -1.59
H -3.14 4.60 0.39
C 0.78 0.41 -3.62
C -3.72 -3.04 3.61
C -3.24 3.45 4.74
C -5.48 2.11 0.99
H 3.96 2.31 -4.10
H 3.05 3.13 -0.02
H -3.14 -5.07 3.21
H 2.93 1.73 3.11
C -0.13 -3.77 0.69
*
```

For the maximum force, the calculation gives 0.02268 hartree/bohr. The value obtained for the electronic energy is -8540.76130 a.u. As for the expectation value of S²: 0.762. The LUMO energy (spin up / spin down) is -10.226 / -9.853 eV. As for the relative energy (zero: lowest compared OMol25 entry of this formula, charge and spin): 10.2 kcal per mole.